Entry from OMol25: C24H25N5PbS3 as an isolated structure (ωB97M-V/def2-TZVPD).

Computed properties:
HOMO level = -7.2857 eV
net charge = 0
lowest unoccupied orbital energy = 0.24 eV
relative energy (zero: lowest compared OMol25 entry of this formula, charge and spin) = 0.0 kJ/mol

Element x y z (Å)
Pb -0.65 -0.74 0.10
C 1.62 -1.09 2.61
N 1.60 -0.74 1.17
C 2.33 -1.76 0.39
C 2.11 0.61 1.00
C 3.47 0.81 0.99
C 4.01 2.09 0.93
C 3.13 3.15 0.92
C 1.76 2.96 0.92
C 1.18 1.68 0.93
N -0.17 1.36 0.93
C -1.24 2.21 0.73
C -1.25 3.54 0.29
C -2.43 4.26 0.15
C -3.66 3.70 0.42
C -3.69 2.37 0.82
C -2.52 1.64 0.94
N -2.58 0.25 1.35
C -3.76 -0.48 0.88
C -2.46 0.16 2.82
H 2.64 -0.99 2.99
H 1.25 -2.10 2.74
H 0.97 -0.40 3.14
H 3.34 -1.93 0.78
H 2.41 -1.43 -0.65
H 1.79 -2.70 0.45
H 4.13 -0.05 1.05
H 5.08 2.24 0.93
H 3.51 4.17 0.91
H 1.16 3.85 0.94
H -0.35 4.04 0.00
H -2.36 5.29 -0.19
H -4.58 4.27 0.32
H -4.64 1.89 1.02
H -4.67 -0.19 1.42
H -3.60 -1.54 1.05
H -3.91 -0.29 -0.18
H -3.28 0.71 3.29
H -1.51 0.60 3.12
H -2.50 -0.88 3.13
S 0.94 -6.27 -2.17
C 0.52 -5.47 -0.78
S -0.83 -4.38 -0.69
C -0.42 -3.97 0.94
N 0.60 -4.63 1.41
N 1.09 -5.48 0.45
C 2.25 -6.24 0.83
C 3.23 -5.61 1.58
C 4.34 -6.34 1.97
C 4.47 -7.67 1.62
C 3.47 -8.29 0.89
C 2.35 -7.58 0.49
S -1.28 -2.76 1.85
H 3.12 -4.57 1.86
H 5.11 -5.85 2.56
H 5.34 -8.23 1.93
H 3.55 -9.33 0.62
H 1.57 -8.04 -0.09

Results of the natural (NBO) charge analysis, in e, for atoms 1 through 2: Pb 1.286; C -0.421


Entry from OMol25: C19H31IO3Sr as an isolated structure at a distorted geometry (ωB97M-V/def2-TZVPD).

Computed properties:
HOMO level = -14.4436 eV
net charge = +2
lowest unoccupied orbital energy = -8.94 eV
relative energy (zero: lowest compared OMol25 entry of this formula, charge and spin) = 977.5 kJ/mol

Element x y z (Å)
C 0.97 2.29 3.35
C -0.32 2.92 2.96
C -1.52 2.17 2.09
C -0.99 0.97 1.10
O -0.74 -0.13 2.09
C -1.88 -1.06 2.04
O -2.32 -1.87 3.04
C -2.64 -0.97 0.59
I -4.76 -1.02 1.11
O -2.50 -2.03 -0.40
C -2.42 -3.37 0.19
C -2.21 -4.42 -1.11
C -2.00 0.42 -0.10
C -3.29 1.43 -0.45
C -2.79 2.81 -1.26
C -2.85 2.69 -2.77
C -1.01 0.16 -1.38
C 0.35 -0.70 -1.06
C 1.70 0.20 -1.42
C 3.02 -0.80 -1.42
C 3.65 -0.69 0.11
C 5.21 -1.16 0.23
C 6.30 -0.14 -0.46
H 0.93 1.32 4.04
H 2.01 2.69 2.99
H -0.56 4.03 3.31
H -2.02 3.04 1.44
H -2.34 1.75 2.83
H 0.06 1.42 0.74
H -1.50 -3.56 0.88
H -3.43 -3.75 0.69
H -1.03 -4.44 -1.27
H -2.64 -3.86 -2.05
H -2.67 -5.47 -0.92
H -4.08 0.93 -1.16
H -3.81 1.84 0.54
H -2.45 3.79 -0.71
H -3.77 3.07 -3.38
H -1.98 2.15 -3.37
H -1.61 -0.41 -2.24
H -0.64 1.17 -1.91
H 0.38 -1.20 0.00
H 0.36 -1.60 -1.84
H 1.77 1.08 -0.64
H 1.50 0.67 -2.50
H 3.83 -0.48 -2.23
H 2.72 -1.92 -1.70
H 2.95 -1.33 0.80
H 3.56 0.42 0.46
H 5.33 -2.21 -0.26
H 5.51 -1.27 1.37
H 7.37 -0.66 -0.42
H 6.39 0.90 0.08
H 6.07 0.02 -1.61
Sr -3.16 4.20 0.96

Results of the Löwdin charge analysis, in e, for atoms 1 through 2: C 0.053; C -0.133


Entry from OMol25: a 2-piece molecular cluster, CH3Cl3NO3PS overall at a distorted geometry (ωB97M-V/def2-TZVPD).

Computed properties:
HOMO level (spin up / spin down) = -10.4856 / -10.4789 eV
net charge = 0
lowest unoccupied orbital energy (spin up / spin down) = -3.27 / -3.28 eV
relative energy (zero: lowest compared OMol25 entry of this formula, charge and spin) = 141.4 kJ/mol

Element x y z (Å)
C -0.73 2.33 -0.13
N 0.98 -0.34 0.32
O 0.58 -2.60 -0.52
O 2.88 -2.02 -0.04
O -1.19 1.15 0.52
P -0.59 -0.29 0.14
S 1.52 -1.88 0.27
Cl -1.79 -1.59 1.01
Cl -1.38 -0.28 -2.78
Cl 1.35 -2.26 2.24
H 0.22 2.74 0.35
H -1.50 3.08 -0.23
H -0.36 1.95 -1.15

Results of the natural (NBO) charge analysis, in e, for atoms 1 through 2: C -0.273; N -1.217


Entry from OMol25: one molecule with the formula C7H8N2O2 at a distorted geometry (ωB97M-V/def2-TZVPD).

Computed properties:
HOMO level = -8.5449 eV
net charge = 0
SMILES = CN(N=O)c1ccccc1O
lowest unoccupied orbital energy = 0.05 eV
relative energy (zero: lowest compared OMol25 entry of this formula, charge and spin) = 280.1 kJ/mol

Element x y z (Å)
C 2.14 -1.30 0.47
N 1.47 -0.13 -0.17
N 2.25 0.98 -0.37
O 3.46 0.76 -0.36
C 0.06 0.03 -0.19
C -0.79 -1.07 -0.38
C -2.17 -1.00 -0.26
C -2.79 0.24 -0.04
C -1.95 1.37 0.05
C -0.57 1.31 -0.03
O 0.13 2.48 0.10
H 1.39 -1.87 1.02
H 2.60 -1.93 -0.31
H 2.93 -0.92 1.13
H -0.28 -2.01 -0.58
H -2.71 -1.91 -0.34
H -3.90 0.32 0.04
H -2.36 2.37 0.16
H 1.10 2.27 0.07

Results of the natural (NBO) charge analysis, in e, for atoms 1 through 2: C -0.445; N -0.215


Entry from OMol25: C4H10AlO2 as an isolated structure at a distorted geometry (ωB97M-V/def2-TZVPD).

Computed properties:
2S+1 = 2
HOMO level (spin up / spin down) = -19.1882 / -18.6990 eV
expectation value of S² = 0.76
net charge = +2
lowest unoccupied orbital energy (spin up / spin down) = -8.52 / -13.27 eV

Element x y z (Å)
Al -1.39 2.82 -0.25
C -1.31 -0.43 1.97
O -0.51 0.70 1.42
C 0.84 0.27 1.20
C 0.84 -0.40 -0.27
O 0.29 0.52 -1.25
C 0.25 0.07 -2.61
H -0.95 -0.67 2.97
H -1.24 -1.33 1.37
H -2.37 -0.18 2.02
H 1.12 -0.28 2.09
H 1.69 0.95 1.16
H 0.23 -1.31 -0.21
H 1.79 -0.74 -0.67
H -0.76 -0.23 -2.88
H 0.98 -0.71 -2.85
H 0.52 0.95 -3.21

Results of the natural (NBO) charge analysis, in e, for atoms 1 through 2: Al 0.988; C -0.275


Entry from OMol25: an isolated ion of composition C6H8N and charge +1 at a distorted geometry (ωB97M-V/def2-TZVPD).

Computed properties:
HOMO level = -14.1839 eV
net charge = +1
SMILES = CC=C=C=[N+]=CC
lowest unoccupied orbital energy = -5.14 eV
relative energy (zero: lowest compared OMol25 entry of this formula, charge and spin) = 474.6 kJ/mol

Element x y z (Å)
C -3.42 -0.43 -0.27
C -2.45 0.52 0.24
C -1.14 0.47 0.15
C 0.12 0.58 0.05
N 1.31 0.61 -0.30
C 2.60 0.42 -0.54
C 3.38 -0.37 0.37
H -3.64 -0.83 0.66
H -3.13 -1.04 -1.04
H -4.35 0.09 -0.63
H -2.83 1.33 0.67
H 2.97 0.80 -1.44
H 3.47 0.03 1.41
H 4.30 -0.74 -0.02
H 2.81 -1.44 0.68

Results of the natural (NBO) charge analysis, in e, for atoms 1 through 2: C -0.652; C 0.033


Entry from OMol25: a 2-piece molecular cluster, CH6O2 overall at a distorted geometry (ωB97M-V/def2-TZVPD).

Computed properties:
HOMO level = -9.4095 eV
net charge = 0
SMILES = CO.O
lowest unoccupied orbital energy = 0.56 eV
relative energy (zero: lowest compared OMol25 entry of this formula, charge and spin) = 82.6 kJ/mol

Element x y z (Å)
C 1.56 0.27 -0.01
O 0.53 -0.76 -0.06
H 2.56 -0.40 -0.07
H 1.52 1.09 -0.74
H 1.65 0.53 1.15
H -0.38 -0.48 -0.42
O -2.10 0.08 0.02
H -2.92 0.10 -0.61
H -2.42 -0.43 0.75

Results of the natural (NBO) charge analysis, in e, for atoms 1 through 2: C -0.267; O -0.784


Entry from OMol25: C30H50CeP4Se as an isolated structure at a distorted geometry (ωB97M-V/def2-TZVPD).

Computed properties:
2S+1 = 2
HOMO level (spin up / spin down) = -15.0012 / -15.0014 eV
expectation value of S² = 0.75
net charge = +3
lowest unoccupied orbital energy (spin up / spin down) = -9.81 / -9.78 eV
relative energy (zero: lowest compared OMol25 entry of this formula, charge and spin) = 0.0 kJ/mol

Element x y z (Å)
Ce 0.30 -1.12 0.46
P -0.01 1.98 1.17
P -2.73 0.78 -0.59
P 2.73 0.09 -0.68
H -1.38 -2.19 -3.54
C -0.51 -2.38 -2.91
C -0.46 -2.02 -1.59
H -1.35 -1.52 -1.13
C 0.29 3.57 0.31
C -1.31 2.70 2.25
C 1.43 2.17 2.28
C -3.61 -0.20 -1.88
C -4.05 0.77 0.71
C -3.19 2.39 -1.34
C 3.16 -1.22 -1.89
C 4.00 -0.24 0.60
C 3.44 1.54 -1.51
H 0.32 -2.96 -3.31
H 0.30 -2.63 -1.04
H 0.34 4.33 1.11
H -0.52 3.82 -0.38
H 1.25 3.57 -0.22
H -0.85 3.58 2.75
H -1.61 1.98 3.01
H -2.19 3.04 1.70
H 1.41 3.19 2.68
H 2.35 2.03 1.72
H 1.38 1.45 3.09
H -4.68 0.06 -1.80
H -3.47 -1.28 -1.75
H -3.25 0.10 -2.87
H -4.98 1.11 0.25
H -3.77 1.42 1.53
H -4.18 -0.24 1.10
H -4.27 2.38 -1.58
H -2.62 2.53 -2.27
H -2.97 3.23 -0.68
H 4.25 -1.15 -2.01
H 2.65 -1.02 -2.84
H 2.89 -2.23 -1.55
H 4.92 -0.53 0.09
H 3.66 -1.03 1.28
H 4.14 0.67 1.18
H 4.46 1.31 -1.84
H 3.45 2.39 -0.83
H 2.82 1.80 -2.38
C -0.10 1.21 -5.56
C -0.88 0.22 -6.15
C -0.65 -0.09 -7.51
C 0.35 0.59 -8.24
C 1.01 1.70 -7.66
C 0.75 2.02 -6.33
Se 0.00 1.64 -3.70
H 1.41 1.22 -3.79
H -1.65 -0.29 -5.59
H -1.30 -0.81 -8.03
H 0.54 0.30 -9.28
H 1.69 2.32 -8.26
H 1.20 2.89 -5.85
C -2.72 -1.80 2.88
P -1.08 -1.06 2.97
C -0.60 -0.67 4.65
C -0.27 0.65 5.02
C 0.16 0.91 6.32
C 0.25 -0.16 7.24
C 0.01 -1.48 6.84
C -0.41 -1.74 5.54
C 0.08 -2.46 2.66
C 1.48 -2.20 2.77
C 2.43 -3.03 2.14
C 2.03 -3.89 1.11
C 0.65 -4.02 0.83
C -0.33 -3.42 1.68
H -3.42 -1.10 3.36
H -2.68 -2.75 3.43
H -3.08 -1.97 1.85
H -0.35 1.47 4.31
H 0.43 1.95 6.60
H 0.54 0.06 8.27
H 0.16 -2.31 7.54
H -0.57 -2.77 5.21
H 1.80 -1.39 3.42
H 3.45 -3.06 2.50
H 2.77 -4.43 0.51
H 0.31 -4.62 -0.04
H -1.39 -3.67 1.51

Results of the Löwdin charge analysis, in e, for atoms 1 through 2: Ce 0.701; P 0.718